Entry 1:
{"formula": "C3H12O4", "method": "the ωB97M-V functional and the def2-TZVPD basis", "orbital_gap_ev": 9.3, "spin_multiplicity": 1, "charge": 0, "elements": ["C", "C", "C", "O", "H", "H", "H", "H", "H", "H", "O", "H", "H", "O", "H", "H", "O", "H", "H"], "xyz": [[-3.12291, 0.55313, 0.53284], [-2.01648, -0.38534, 0.04710], [-0.98888, 0.13175, -0.61609], [-0.08327, -0.73524, -1.21659], [-4.09931, 0.22622, 0.16651], [-2.97992, 1.54254, 0.11859], [-3.02528, 0.62208, 1.61995], [-1.98259, -1.40423, 0.41414], [-0.90026, 1.19042, -0.81730], [0.68473, -0.18814, -1.49994], [1.98180, 1.02464, -1.63970], [2.24222, 1.08842, -0.70190], [2.83026, 0.83889, -2.07510], [2.66981, 0.76037, 1.07042], [1.96866, 1.09993, 1.62624], [2.53800, -0.19031, 0.86612], [1.69639, -1.83909, 0.68246], [0.87889, -1.73624, 0.16573], [1.70817, -2.59979, 1.25650]], "forces_ev_per_a": [[0.9, -0.8, -0.1], [-0.2, 1.5, 0.6], [-0.3, -1.7, -0.6], [0.3, 1.0, 0.6], [0.0, -0.1, 0.5], [0.2, 0.3, -0.1], [-0.7, 0.0, 0.0], [-0.2, -0.2, -0.5], [0.2, 0.0, -0.3], [-0.1, -0.2, -0.1], [0.6, -0.1, -0.2], [0.0, 0.1, 0.3], [-0.5, 0.1, 0.0], [0.7, 0.1, -0.7], [-0.3, -0.4, 0.1], [-0.5, 0.3, 0.7], [0.5, 0.7, -0.2], [0.0, -0.3, 0.1], [-0.4, -0.3, 0.0]]}

***

Entry 2:
{"formula": "C3H12O4", "method": "the ωB97M-V functional and the def2-TZVPD basis", "orbital_gap_ev": [9.7, 5.5], "spin_multiplicity": 2, "charge": 1, "elements": ["C", "O", "C", "C", "H", "H", "H", "H", "H", "H", "H", "H", "O", "H", "H", "O", "H", "H", "O"], "xyz": [[-0.98199, 1.33197, 0.20887], [-0.96015, -0.12024, 0.20539], [0.39689, 1.94605, -0.17893], [1.21085, 1.48995, -1.13058], [-1.40187, 1.55790, 1.19197], [-1.74838, 1.57454, -0.50050], [-0.86397, -0.46340, 1.16343], [0.52286, 2.88229, 0.25920], [1.98173, 2.11668, -1.52728], [1.17068, 0.42944, -1.41845], [-0.74661, -1.49000, -2.29654], [-1.37652, -1.54097, -1.08790], [-0.83476, -2.10477, -1.58704], [0.54439, -0.75398, -0.53894], [1.66947, -1.77646, -0.59861], [1.50081, -0.98876, -0.35072], [0.66606, -0.98888, 2.78774], [-0.49070, -2.03212, 2.71507], [-0.25879, -1.06923, 2.68384]], "forces_ev_per_a": [[0.8, -2.5, 0.4], [0.1, 1.0, 0.8], [-4.6, 0.0, 2.2], [1.7, -2.0, -1.8], [0.6, 1.1, 0.0], [-0.3, 0.8, -0.7], [0.4, 0.4, -1.1], [0.7, 1.5, 0.9], [0.3, 0.4, -0.4], [0.3, 0.9, -0.4], [0.6, 0.1, -1.8], [-1.6, 0.6, 2.0], [0.8, -1.0, -0.7], [1.2, -1.6, 0.8], [1.7, -8.9, -2.9], [-2.6, 9.4, 2.7], [1.7, -0.1, 0.2], [0.5, 1.2, 0.1], [-2.3, -1.1, -0.5]]}

***

Entry 3:
{"formula": "C3H12O4S", "method": "the ωB97M-V functional and the def2-TZVPD basis", "orbital_gap_ev": 6.1, "spin_multiplicity": 1, "charge": -2, "elements": ["C", "O", "C", "C", "S", "H", "H", "H", "H", "H", "H", "H", "H", "O", "H", "H", "O", "H", "H", "O"], "xyz": [[0.16098, 0.53950, -0.30762], [-0.62354, -0.23845, -1.20344], [1.11560, -0.66537, 0.32201], [0.63391, -1.13711, 1.63851], [1.15350, -0.03211, 3.03932], [0.86009, 1.22669, -0.88393], [-0.46597, 1.03739, 0.49407], [2.08657, -0.16396, 0.35062], [1.22241, -1.43668, -0.28672], [1.07733, -2.26034, 1.74019], [-0.50013, -1.04809, 1.49094], [-0.44202, -1.41197, -3.38617], [0.04894, -1.08485, -2.16030], [0.43949, -1.78055, -3.04700], [-0.08668, 2.37313, -3.06973], [-1.08294, 1.47363, -2.18909], [-0.98218, 2.26364, -2.79282], [-2.11983, 0.52142, 3.68979], [-0.79951, 0.65207, 3.29032], [-1.69602, 1.17202, 3.27105]], "forces_ev_per_a": [[1.1, -3.8, -0.6], [-0.7, 1.3, -1.0], [0.1, 6.5, 1.8], [-0.1, -1.2, 0.7], [-0.2, -0.7, 0.0], [-0.8, -0.1, 0.8], [0.9, -0.3, -0.8], [0.5, -0.3, 0.6], [-0.1, -3.1, -3.4], [-1.5, 2.3, 0.3], [1.3, -1.0, 0.7], [1.6, -1.2, -0.5], [1.1, -0.4, 0.3], [-3.0, 2.3, 0.8], [0.8, -0.5, 0.2], [0.8, 0.0, -0.5], [-1.6, 0.0, 0.4], [-3.6, -3.8, 2.7], [0.0, 1.5, -0.6], [3.6, 2.5, -2.0]]}

***

Entry 4:
{"formula": "C3H12O5", "method": "the ωB97M-V functional and the def2-TZVPD basis", "orbital_gap_ev": 10.4, "spin_multiplicity": 1, "charge": 0, "elements": ["O", "C", "C", "C", "O", "H", "H", "H", "H", "H", "H", "O", "H", "H", "O", "H", "H", "O", "H", "H"], "xyz": [[-2.32413, 0.32468, -1.99469], [-1.77506, -0.74615, -1.99366], [-0.36352, -1.01130, -2.39242], [0.60435, 0.17926, -2.24416], [1.84713, -0.27961, -1.68794], [-2.36185, -1.65072, -1.70663], [0.04698, -1.88318, -1.88539], [-0.39899, -1.26101, -3.46184], [0.79486, 0.70317, -3.17188], [0.19561, 0.87235, -1.52291], [2.52819, -0.24451, -2.36751], [-0.02739, -0.11909, 3.58741], [-0.05695, 0.74217, 3.15281], [0.61579, -0.06368, 4.30885], [-2.94231, -0.41146, 4.49291], [-3.38620, 0.29381, 4.01094], [-2.03282, -0.41410, 4.14196], [2.70900, 1.68688, 0.45713], [3.38558, 2.36143, 0.35258], [2.94173, 0.92106, -0.07555]], "forces_ev_per_a": [[0.3, 0.1, 0.0], [-0.7, -0.4, 0.2], [0.7, 0.5, -0.8], [0.1, -0.5, 0.8], [0.3, 0.0, -0.2], [0.2, 0.1, -0.1], [-0.1, 0.0, 0.1], [-0.2, -0.3, 0.1], [-0.2, 0.1, -0.2], [-0.1, 0.3, 0.1], [-0.1, -0.1, 0.0], [-0.1, -0.1, 0.1], [0.3, -0.1, 0.2], [-0.2, 0.2, -0.3], [0.3, 0.1, -0.2], [0.0, -0.1, 0.0], [-0.2, 0.0, 0.2], [-0.2, 0.2, 0.4], [0.1, -0.2, -0.1], [0.0, 0.1, -0.2]]}

***

Entry 5:
{"formula": "C3H12Si2", "method": "the ωB97M-V functional and the def2-TZVPD basis", "orbital_gap_ev": 10.8, "spin_multiplicity": 1, "charge": 0, "elements": ["C", "C", "Si", "Si", "C", "H", "H", "H", "H", "H", "H", "H", "H", "H", "H", "H", "H"], "xyz": [[-2.76408, 0.02487, -0.10212], [-1.26599, 0.35158, -0.31351], [-0.16398, -1.06225, 0.33900], [1.99008, -0.68313, -0.32474], [2.45360, 1.03418, 0.36107], [-3.09271, -0.85879, -0.50845], [-3.18287, -0.01815, 0.97922], [-3.50415, 0.82196, -0.45031], [-1.09653, 1.31779, 0.03556], [-1.32782, 0.39547, -1.46226], [-0.67079, -2.32686, 0.12942], [-0.07219, -0.89127, 1.89490], [1.77281, -0.57815, -1.87081], [3.20150, -1.66288, -0.19090], [2.17842, 1.18685, 1.32667], [3.45689, 1.22338, 0.40497], [2.08782, 1.72543, -0.24770]], "forces_ev_per_a": [[-1.9, 3.0, 3.2], [-2.1, -2.2, -2.6], [0.7, 2.6, 2.2], [1.3, 0.0, -1.5], [0.3, -3.9, -0.3], [-0.4, -2.2, -1.3], [1.4, -0.2, -1.2], [1.3, -0.7, -0.2], [0.8, 1.5, 0.7], [1.1, 0.0, 1.4], [-1.0, -2.0, -0.6], [-0.3, -0.1, -1.1], [0.4, 0.1, 1.0], [-1.2, 0.6, 0.2], [-1.5, 0.3, 2.8], [3.0, 0.1, -0.3], [-2.0, 3.1, -2.5]]}

***

Entry 6:
{"formula": "C3H13BrSi3", "method": "the ωB97M-V functional and the def2-TZVPD basis", "orbital_gap_ev": 6.8, "spin_multiplicity": 1, "charge": 0, "elements": ["C", "C", "C", "Si", "Si", "Si", "Br", "H", "H", "H", "H", "H", "H", "H", "H", "H", "H", "H", "H", "H"], "xyz": [[0.76038, 1.22780, 1.34808], [2.87116, -0.92310, 0.72625], [0.73496, -0.40611, -1.15754], [-3.16283, 0.61161, -1.65241], [-0.18396, -1.71185, 2.47360], [0.90959, -0.61982, 0.72911], [-5.31405, 1.32460, -1.24198], [0.94740, 1.94311, 0.43331], [-0.36559, 1.51965, 1.54692], [1.31376, 1.71795, 2.26971], [3.16242, -1.80256, 0.02032], [3.48692, -0.15865, 0.18687], [3.38679, -0.98369, 1.74750], [1.36810, -1.25824, -1.61443], [-0.34002, -0.64401, -1.43423], [1.10494, 0.53698, -1.70494], [-3.33014, -0.78038, -1.00635], [-2.07690, 1.31730, -0.84246], [-3.41972, 0.76588, -3.22356], [-1.85325, -1.67648, 2.39624]], "forces_ev_per_a": [[-1.6, 2.8, 0.5], [1.0, -1.0, -0.2], [-0.4, -1.3, -1.6], [-1.8, -0.5, -0.2], [-1.4, -0.4, 0.8], [2.6, 2.4, -1.2], [0.6, 0.2, 0.3], [0.1, -1.5, 1.6], [1.8, -0.7, -0.2], [-0.8, -1.4, -1.9], [-0.7, 0.8, 1.7], [-1.1, 0.2, 0.5], [-0.8, -0.4, -1.4], [-1.1, 1.1, 0.6], [1.2, 0.5, -0.1], [-0.7, -1.2, 1.3], [0.6, 0.8, -0.9], [-0.7, -0.1, -0.9], [1.3, -0.4, 1.7], [1.8, 0.2, -0.6]]}

***

Entry 7:
{"formula": "C3H13MnN2O2", "method": "the ωB97M-V functional and the def2-TZVPD basis", "orbital_gap_ev": [3.4, 4.4], "spin_multiplicity": 6, "charge": -1, "elements": ["C", "Mn", "N", "H", "H", "H", "H", "H", "H", "H", "H", "N", "C", "C", "O", "O", "H", "H", "H", "H", "H"], "xyz": [[-2.45036, -2.41772, -1.14988], [-1.15724, -1.75472, 0.70314], [-2.03877, 0.16446, 0.70941], [-1.48956, -2.77636, -0.68826], [0.03389, -1.51331, 1.76599], [-2.90771, -3.35135, -1.53283], [-2.27030, -1.77233, -2.03708], [-3.23060, -1.99495, -0.51486], [-1.47710, 0.56415, -0.03583], [-1.77306, 0.63816, 1.55865], [-3.01550, 0.35586, 0.51403], [2.74511, 1.90665, -0.73481], [2.52537, 1.38419, 0.62730], [1.15012, 0.72141, 0.56134], [0.72456, 0.21839, 1.63829], [0.52707, 0.80468, -0.54023], [3.53304, 1.41573, -1.15367], [2.97190, 2.88605, -0.68767], [1.84046, 1.69567, -1.23468], [3.26874, 0.63162, 0.88033], [2.48997, 2.19372, 1.35131]], "forces_ev_per_a": [[-1.2, -0.1, -1.8], [0.4, -0.5, 0.1], [-0.9, 0.3, -0.1], [0.1, -0.4, 0.3], [-0.1, -1.5, 0.6], [0.5, 0.2, 0.1], [-0.2, -0.2, 0.7], [0.3, 0.2, 0.1], [0.4, 0.2, -0.1], [0.2, 0.1, 0.3], [0.0, 0.1, 0.0], [0.1, -0.6, 0.4], [-0.6, -0.6, -0.2], [-1.4, -0.6, 2.2], [1.1, 2.2, -1.6], [0.1, 0.0, -0.1], [0.6, -0.2, -0.7], [0.3, 1.4, -0.4], [0.1, 0.0, 0.1], [0.1, 0.2, 0.1], [0.2, -0.1, 0.0]]}

***

Entry 8:
{"formula": "C3H13N2", "method": "the ωB97M-V functional and the def2-TZVPD basis", "orbital_gap_ev": 10.8, "spin_multiplicity": 1, "charge": 1, "elements": ["C", "N", "H", "H", "H", "H", "H", "H", "C", "N", "C", "H", "H", "H", "H", "H", "H", "H"], "xyz": [[1.87752, 1.73761, 0.11639], [1.69293, 0.76180, -0.98154], [2.48063, 2.63334, -0.12254], [0.90126, 2.05077, 0.51642], [2.28398, 1.24532, 0.98077], [2.56488, 0.19964, -1.17475], [1.39678, 1.24766, -1.77269], [0.13366, -0.23554, -0.10629], [-0.98849, -1.03367, 1.52525], [-0.70382, -0.99683, 0.02814], [-1.93624, -0.55891, -0.70955], [-1.83422, -0.30199, 1.74476], [-1.15716, -2.13394, 1.89335], [-0.03937, -0.78526, 2.17000], [-0.59558, -1.92235, -0.35990], [-2.62514, -1.40647, -1.15357], [-1.63573, 0.07367, -1.51911], [-2.51461, 0.11014, -0.01512]], "forces_ev_per_a": [[-0.3, 0.2, 0.2], [1.0, -1.5, 2.2], [-0.3, -0.5, 0.0], [0.1, 0.2, -0.6], [0.7, -0.3, 0.2], [-1.4, 1.1, 0.1], [-0.3, 0.6, -1.8], [-1.2, -2.2, -0.9], [1.1, -1.4, 2.2], [-0.2, 2.0, 1.0], [-2.0, 0.3, 0.0], [1.3, -1.3, -0.1], [-0.4, 2.2, -1.0], [-1.7, 0.0, -1.7], [1.4, -0.2, 0.2], [1.7, 1.4, 1.3], [0.2, 0.1, -0.6], [0.3, -0.9, -0.9]]}

***

Entry 9:
{"formula": "C3H13N2", "method": "the ωB97M-V functional and the def2-TZVPD basis", "orbital_gap_ev": 11.6, "spin_multiplicity": 1, "charge": 1, "elements": ["N", "H", "H", "H", "C", "C", "C", "N", "H", "H", "H", "H", "H", "H", "H", "H", "H", "H"], "xyz": [[-2.84370, -2.18924, 0.52313], [-3.67559, -1.66429, 0.77912], [-3.04279, -2.55668, -0.40362], [-2.84068, -2.99767, 1.13794], [0.68086, 0.50328, 0.58451], [0.99485, 0.99854, -0.82529], [2.34130, 1.72656, -0.83442], [-0.46645, -0.47333, 0.54009], [1.53453, -0.03467, 0.98627], [0.35713, 1.32385, 1.21203], [0.20910, 1.66930, -1.17820], [1.02610, 0.14175, -1.50597], [2.36283, 2.48465, -0.05362], [3.16786, 1.02721, -0.72714], [2.49276, 2.26216, -1.77015], [-1.28755, -0.11202, 0.05244], [-0.20367, -1.31993, 0.03394], [-0.80690, -0.78946, 1.44895]], "forces_ev_per_a": [[-0.1, 0.1, 0.0], [0.0, 0.0, 0.0], [0.0, 0.0, 0.0], [0.0, 0.0, 0.0], [-0.3, 0.0, -0.7], [0.2, -0.1, 0.1], [-0.3, 0.1, -0.3], [0.1, -0.1, -0.1], [0.0, 0.1, 0.3], [0.2, 0.0, 0.3], [-0.1, 0.0, 0.1], [0.0, 0.0, 0.0], [0.2, -0.1, 0.2], [0.0, 0.0, 0.2], [-0.1, -0.1, -0.1], [0.0, 0.0, 0.0], [-0.1, 0.0, 0.0], [0.0, 0.0, 0.0]]}

***

Entry 10:
{"formula": "C3H13N2", "method": "the ωB97M-V functional and the def2-TZVPD basis", "orbital_gap_ev": 11.1, "spin_multiplicity": 1, "charge": 1, "elements": ["C", "N", "H", "H", "H", "H", "H", "H", "C", "N", "C", "H", "H", "H", "H", "H", "H", "H"], "xyz": [[-1.26242, 0.14555, -2.02173], [-1.67489, -0.01418, -0.60464], [-1.95912, -0.33975, -2.69789], [-1.26367, 1.20631, -2.26771], [-0.25053, -0.21760, -2.16880], [-2.08177, -0.94611, -0.47304], [-2.34107, 0.67876, -0.28025], [-0.77784, -0.15883, 0.07244], [1.06769, -1.17756, 1.46532], [0.42195, 0.09995, 1.05993], [1.41093, 1.01040, 0.44179], [1.41873, -1.69755, 0.57353], [1.90316, -1.04886, 2.15017], [0.28914, -1.80567, 1.89920], [0.10457, 0.51418, 1.93127], [1.88039, 0.56681, -0.43087], [2.18953, 1.23547, 1.17405], [0.92520, 1.94868, 0.17722]], "forces_ev_per_a": [[-0.1, 0.8, -0.4], [0.4, -1.9, 0.0], [0.0, -0.2, 0.1], [0.0, 0.0, 0.1], [0.0, -0.2, 0.1], [-0.5, 0.3, -0.2], [0.1, 0.1, 0.1], [0.0, 1.5, 0.3], [-0.6, -0.1, -0.5], [0.7, -0.8, -0.1], [-0.2, 0.3, 0.7], [0.1, 0.1, 0.0], [0.0, 0.1, 0.1], [0.2, 0.0, 0.3], [-0.2, 0.3, -0.2], [-0.1, -0.1, -0.1], [0.1, 0.1, -0.2], [0.0, 0.0, -0.1]]}

***

Entry 11:
{"formula": "C3H13N2O", "method": "the ωB97M-V functional and the def2-TZVPD basis", "orbital_gap_ev": [3.6, 10.9], "spin_multiplicity": 2, "charge": 0, "elements": ["C", "C", "C", "N", "N", "H", "H", "H", "H", "H", "H", "H", "H", "H", "H", "H", "H", "H", "O"], "xyz": [[-1.49947, -0.55530, -0.80430], [-0.75081, 0.00820, -2.10104], [0.41288, 0.98888, -1.56095], [1.24734, 0.33315, -0.50701], [-0.51021, -1.53381, -0.04551], [-1.77682, 0.21537, -0.12207], [-2.35133, -1.13176, -1.09456], [-1.54495, 0.49324, -2.66657], [-0.31002, -0.68993, -2.79586], [0.07415, 1.98075, -1.26175], [1.02870, 1.12907, -2.43783], [1.60697, 0.99563, 0.16095], [0.57193, -0.84907, 0.01970], [2.02617, -0.18814, -0.94277], [-0.78156, -1.97744, 0.87741], [-0.35026, -2.29172, -0.67820], [1.51017, 1.59025, 5.67086], [0.29463, 0.48610, 5.31032], [1.10249, 0.99652, 4.97917]], "forces_ev_per_a": [[2.4, -1.8, -0.8], [0.0, 1.1, 3.1], [-0.6, -1.2, -1.4], [0.0, -0.6, -0.7], [0.5, 2.1, 0.2], [-0.1, 0.7, 0.3], [-0.6, -0.3, 0.0], [0.2, 0.7, -0.1], [0.0, -0.7, 0.4], [-0.2, -0.4, 0.3], [0.4, 0.4, -0.2], [0.2, 0.2, 0.3], [-2.1, -0.3, -0.2], [-0.2, 0.5, 0.2], [-0.2, 0.7, -0.7], [0.4, -1.2, -0.7], [-1.2, -1.3, -0.8], [1.9, 1.5, -0.2], [-0.7, -0.1, 1.0]]}

***

Entry 12:
{"formula": "C3H13N2O", "method": "the ωB97M-V functional and the def2-TZVPD basis", "orbital_gap_ev": 10.5, "spin_multiplicity": 1, "charge": 1, "elements": ["N", "C", "C", "C", "N", "H", "H", "H", "H", "H", "H", "H", "H", "H", "H", "H", "H", "H", "O"], "xyz": [[-0.47501, -0.82790, 1.14864], [0.09416, -0.86216, -0.26598], [1.60079, -1.00825, -0.14192], [-0.30319, 0.41072, -1.03418], [-0.22950, 0.10852, -2.44492], [-1.42020, -1.16297, 1.31898], [-0.44201, 0.16814, 1.42883], [0.21927, -1.24085, 1.77087], [-0.26479, -1.78243, -0.71911], [2.14141, -0.13341, 0.19810], [2.01305, -1.42383, -1.05678], [1.76054, -1.81717, 0.58213], [-1.31578, 0.61335, -0.66837], [0.32299, 1.19475, -0.58266], [-0.61668, 0.85677, -3.01535], [0.75825, 0.19391, -2.67165], [-1.23360, 2.70247, 1.48304], [-1.07437, 2.12037, 2.74684], [-1.53532, 1.88996, 1.92349]], "forces_ev_per_a": [[1.2, 1.5, 0.2], [0.5, -0.3, -0.3], [-0.2, -1.2, 0.6], [-1.0, -1.1, 1.6], [0.8, 1.0, -0.1], [0.0, -0.2, -0.2], [-0.7, 0.1, 0.1], [-0.4, -0.6, 0.1], [-0.4, 0.2, -0.2], [0.0, 0.3, -0.1], [0.1, 0.4, -0.2], [0.4, 0.1, 0.0], [-0.2, 0.3, -0.7], [0.1, 0.3, -0.6], [-0.4, -0.1, 0.2], [0.1, -0.5, -0.3], [-0.6, -0.2, -0.8], [-0.5, -0.7, 0.6], [1.3, 0.8, 0.3]]}

***

E
In order: -422.447118; -422.024089; -820.544327; -497.670396; -700.402549; -3564.454495; -1532.896159; -231.316892; -231.380228; -231.355512; -306.679315; -306.599708
Unit: a.u.